Record 1
Density functional theory data (the ωB97M-V functional and the def2-TZVPD basis) for a molecular structure, C21H28IN3OsSi.

Output
⟨S²⟩   6.0468
Molecular weight   667.7 g mol⁻¹
LUMO level (alpha / beta)   -7.24 / -8.53 eV
Multiplicity   5
Gap between HOMO and LUMO (alpha / beta)   7.0 / 6.1 eV
ΔE to the lowest compared entry with this formula, charge and spin   0.00 kcal per mole
Highest occupied orbital energy (alpha / beta)   -0.523 / -0.537 Eh
Total charge   +2

Each line ends with the Mulliken spin population.
Cartesian coordinates (Å):
C  2.52794  0.46552  -3.11512  0.052
C  1.02949  0.72188  -3.37948  0.068
H  3.12281  1.30862  -3.48888  0.003
H  2.84260  -0.45986  -3.60602  0.002
H  2.82188  0.37286  -2.04245  -0.012
H  0.59617  1.43577  -2.65415  -0.010
H  0.93707  1.30128  -4.30677  0.024
H  0.43190  -0.18644  -3.50857  -0.016
C  2.43914  2.33757  0.84858  0.029
C  2.49807  3.22106  1.91229  -0.011
C  1.38722  4.00161  2.23197  0.026
C  0.22889  3.82771  1.49289  -0.002
H  3.30947  1.76954  0.51771  0.002
H  3.43427  3.29015  2.46935  0.001
H  1.43545  4.73496  3.03030  0.000
H  -0.66924  4.42000  1.64680  0.000
N  1.26060  2.04546  0.21210  0.088
C  0.16777  2.82316  0.52001  -0.025
C  -1.03695  2.38577  -0.13417  0.085
N  -0.81944  1.41400  -1.06877  -0.022
C  -1.84868  1.04335  -1.88224  0.011
C  -3.41032  2.25065  -0.50353  0.001
C  -3.15371  1.37999  -1.56669  0.008
H  -1.58277  0.46303  -2.76378  -0.006
H  -3.95506  0.96239  -2.17017  0.002
C  -2.33885  2.79069  0.19013  0.001
H  -2.44359  3.50797  1.00255  0.000
H  -4.42885  2.53423  -0.25476  0.000
Os  0.95316  0.29216  -0.84483  2.447
I  2.98153  -0.98867  0.06160  0.149
C  -0.45499  0.57819  2.85823  0.002
Si  -0.38231  -1.11077  2.05529  -0.007
C  1.02394  -1.98604  2.91745  0.016
C  -2.04822  -1.88993  2.35805  0.014
N  -0.14147  -1.10205  0.23224  0.639
C  -0.34586  -2.30766  -0.46778  0.058
C  -0.47275  -2.24711  -1.87240  0.137
C  -0.16150  -3.35932  -2.65248  -0.020
C  0.07897  -4.58567  -2.02915  0.184
C  -0.03679  -4.70427  -0.63921  -0.045
C  -0.25553  -3.58176  0.14994  0.131
H  -0.79399  0.41790  3.89680  0.000
H  -1.17256  1.26061  2.38221  0.001
H  0.52837  1.06500  2.90659  0.002
H  0.79281  -1.97641  3.99568  0.001
H  1.15789  -3.02509  2.59772  -0.001
H  1.97188  -1.45203  2.75685  0.000
H  -2.82237  -1.34742  1.79555  0.004
H  -2.10016  -2.95009  2.07984  -0.002
H  -2.27781  -1.80259  3.43120  -0.001
H  -0.82932  -1.31577  -2.32882  -0.016
H  -0.08514  -3.24408  -3.73378  -0.002
H  0.34235  -5.46145  -2.62299  0.004
H  0.07003  -5.67187  -0.14920  0.001
H  -0.30344  -3.66670  1.23629  0.005

Cartesian forces, eV/Å:
0.163 0.173 -0.161
0.397 0.450 -0.734
-0.144 -0.253 0.053
0.086 0.197 0.144
-0.010 0.127 -0.873
0.025 -0.101 -0.481
-0.084 -0.258 0.031
0.169 0.202 0.052
-0.685 -0.417 0.025
0.317 0.081 -0.108
0.167 -0.151 -0.204
-0.395 -0.431 -0.693
-0.299 0.239 0.216
-0.296 0.169 -0.240
-0.033 -0.106 -0.080
0.314 -0.006 0.202
1.085 2.301 0.991
1.489 -0.307 1.049
-1.286 -1.105 -0.825
-1.534 0.781 -0.404
0.160 0.140 1.098
0.168 -0.049 -0.076
0.064 0.112 -0.392
-0.235 -0.029 0.377
0.083 0.234 0.077
0.760 0.180 -0.064
-0.313 -0.170 -0.306
0.150 -0.110 0.006
-0.828 -0.654 1.536
0.611 -0.623 0.334
0.050 0.368 -0.442
-0.015 -0.164 0.925
0.052 -0.049 -0.071
-0.084 -0.116 -0.211
-0.522 -1.462 -1.026
0.073 1.112 0.723
0.373 -0.376 -0.752
-0.239 0.687 0.224
0.149 -0.228 0.000
-0.167 0.251 0.360
0.062 -0.191 -0.056
0.134 -0.036 -0.391
0.124 -0.139 0.211
-0.189 -0.041 0.010
0.089 -0.035 -0.303
0.089 0.208 0.167
-0.321 -0.208 0.205
0.093 -0.171 0.178
-0.122 0.307 0.125
0.050 -0.026 -0.304
0.436 -0.494 0.201
-0.266 -0.222 0.253
-0.123 0.256 0.142
0.018 0.228 -0.225
0.189 -0.076 -0.492

Record 2
Density functional theory data (the ωB97M-V functional and the def2-TZVPD basis) for a molecular structure, C21H28LiN5Sb.

Output
Molecular weight   479.2 g mol⁻¹
LUMO level   -2.12 eV
Multiplicity   1
Gap between HOMO and LUMO   9.1 eV
ΔE to the lowest compared entry with this formula, charge and spin   0.04 kcal per mole
Highest occupied orbital energy   -0.412 Eh
Total charge   +1

Each line ends with the Löwdin charge.
Cartesian coordinates (Å):
Li  0.27063  1.19437  0.49585  0.549
C  -1.86493  -1.00132  -3.94169  -0.022
C  -1.49495  -1.98230  -2.86856  -0.333
C  -2.25519  -3.12196  -2.63373  -0.020
C  -1.85475  -4.00475  -1.65432  -0.051
C  -0.70418  -3.72571  -0.93356  -0.123
C  -0.01512  -2.55049  -1.21675  -0.486
N  -0.39405  -1.70664  -2.15402  0.053
Sb  1.80920  -2.18821  -0.16386  1.536
C  2.36660  -0.32805  -1.10301  -0.444
C  3.36429  -0.43616  -2.06426  -0.121
C  3.81500  0.70574  -2.70586  -0.040
C  3.26681  1.92822  -2.35406  -0.011
C  2.27911  1.96487  -1.38153  -0.329
C  1.64951  3.25842  -0.94523  -0.024
N  1.83290  0.85844  -0.76879  -0.002
C  0.95532  -1.42483  1.67991  -0.466
C  0.16560  -2.26956  2.45605  -0.117
C  -0.11231  -1.90098  3.76041  -0.057
C  0.41967  -0.72164  4.25360  -0.025
C  1.18729  0.07392  3.41193  -0.359
C  1.83527  1.33851  3.89909  -0.031
N  1.42598  -0.26885  2.13677  0.042
H  -2.81685  -1.25760  -4.40212  0.081
H  -1.09551  -0.99123  -4.71464  0.090
H  -1.93098  0.01032  -3.53952  0.067
H  -3.14072  -3.31576  -3.22379  0.118
H  -2.42234  -4.90574  -1.45965  0.116
H  -0.34526  -4.41915  -0.18359  0.091
H  3.78871  -1.40183  -2.30763  0.090
H  4.58664  0.64198  -3.46178  0.118
H  3.59762  2.84539  -2.82104  0.119
H  1.98422  4.09529  -1.55338  0.085
H  1.90645  3.47377  0.09474  0.087
H  0.56126  3.19370  -1.02601  0.068
H  -0.20546  -3.20505  2.05599  0.091
H  -0.71625  -2.53572  4.39670  0.118
H  0.25324  -0.42600  5.28084  0.120
H  1.37398  1.69666  4.81848  0.084
H  1.79350  2.11732  3.13748  0.070
H  2.89197  1.15419  4.09988  0.094
N  -1.26347  0.87319  -0.82394  -0.041
C  -2.33511  0.09121  -0.19352  -0.261
C  -2.98800  0.85397  0.95502  -0.184
C  -2.14420  1.00174  2.21135  -0.242
N  -0.97339  1.89684  2.01191  -0.038
H  -1.66742  1.66946  -1.30645  0.089
H  -0.78839  0.29820  -1.51985  0.032
H  -1.89809  -0.84169  0.17544  0.107
H  -3.10462  -0.19757  -0.91792  0.115
H  -3.90143  0.32638  1.23853  0.120
H  -3.30379  1.84133  0.59719  0.118
H  -1.75929  0.02251  2.50769  0.096
H  -2.77107  1.36610  3.02889  0.118
H  -0.50371  2.02370  2.90187  0.057
H  -1.31571  2.81719  1.74702  0.088

Cartesian forces, eV/Å:
0.046 -0.239 0.165
0.014 -0.047 -0.026
-0.048 0.070 -0.063
-0.057 0.156 -0.188
0.098 -0.187 0.263
-0.116 -0.049 -0.071
0.122 -0.512 0.472
-0.347 0.476 -0.594
0.260 0.178 0.240
-0.050 0.119 0.041
-0.043 0.021 0.026
-0.049 0.128 0.022
0.086 -0.144 -0.079
-0.084 -0.010 0.092
0.011 -0.044 -0.008
0.167 -0.126 -0.169
-0.031 -0.339 -0.251
-0.029 0.009 0.026
-0.056 -0.106 0.011
0.056 0.081 -0.019
0.023 0.032 0.048
-0.029 -0.034 -0.001
0.061 0.282 0.118
0.002 0.014 -0.012
-0.003 0.009 -0.005
-0.007 0.006 0.018
0.004 0.028 -0.016
0.003 -0.003 0.001
0.031 0.001 0.010
-0.010 -0.010 0.017
0.003 0.021 0.000
0.005 0.001 -0.011
-0.007 0.009 0.001
-0.003 0.007 0.001
0.001 0.040 0.004
0.005 0.005 -0.004
-0.004 -0.003 -0.012
0.007 0.017 0.000
0.016 0.026 0.003
-0.009 0.001 -0.014
-0.006 -0.005 0.015
0.133 0.023 0.051
-0.138 -0.027 0.045
-0.030 -0.081 -0.060
0.253 0.060 -0.037
-0.115 0.031 -0.113
0.026 -0.006 -0.025
-0.040 0.007 -0.052
0.014 0.020 0.055
-0.013 0.023 0.015
-0.012 0.028 -0.023
-0.028 0.000 0.031
-0.006 0.025 0.001
-0.037 -0.016 -0.008
-0.022 0.025 0.012
-0.021 0.010 0.056

Record 3
Density functional theory data (the ωB97M-V functional and the def2-TZVPD basis) for a molecular structure, C21H28MoNOS2.

Output
Molecular weight   470.5 g mol⁻¹
LUMO level   -4.68 eV
Multiplicity   1
Gap between HOMO and LUMO   7.1 eV
ΔE to the lowest compared entry with this formula, charge and spin   0.00 kcal per mole
Highest occupied orbital energy   -0.434 Eh
Total charge   +1

Each line ends with the Löwdin charge.
Cartesian coordinates (Å):
Mo  -0.76382  -0.53383  -0.22487  1.239
S  -2.37938  -0.25801  -1.78984  0.709
C  -3.35085  -1.12989  -0.60577  -0.672
C  -4.66744  -0.69097  -0.37078  -0.099
C  -5.45375  -1.32581  0.55501  -0.046
C  -4.93910  -2.38796  1.31099  -0.046
C  -3.64517  -2.80143  1.13249  -0.100
C  -2.83390  -2.19739  0.15464  -0.669
S  -1.16397  -2.75000  -0.00533  0.708
H  -5.05147  0.13986  -0.94701  0.113
H  -6.47404  -1.00463  0.70657  0.119
H  -5.56571  -2.87983  2.04027  0.119
H  -3.23617  -3.60683  1.72549  0.112
C  -1.15318  0.49266  3.65466  -0.033
C  -1.01513  1.29949  2.38014  -0.453
C  -2.04251  2.40152  2.21855  -0.036
O  -1.20932  0.38180  1.27346  -0.401
H  -0.87152  1.11181  4.50648  0.096
H  -0.49850  -0.37777  3.63778  0.073
H  -2.18261  0.16366  3.79535  0.091
H  0.00609  1.68385  2.25883  0.137
H  -3.05115  1.99003  2.25839  0.090
H  -1.90909  2.92917  1.27478  0.084
H  -1.93540  3.12268  3.02946  0.095
C  1.95698  -0.87401  1.99388  -0.066
C  2.93153  -1.25421  0.87388  -0.365
C  2.63970  -2.64228  0.30251  -0.053
C  3.10448  -0.20557  -0.20606  -0.137
C  4.38275  0.30145  -0.41135  -0.017
C  4.64457  1.20185  -1.42836  -0.040
C  3.62669  1.61028  -2.27022  -0.015
C  2.31999  1.15468  -2.11818  -0.138
C  1.29198  1.63184  -3.11993  -0.371
C  0.18849  2.50474  -2.51591  -0.059
C  0.72880  0.49777  -3.97643  -0.057
C  2.08726  0.25932  -1.06139  -0.194
N  0.78994  -0.22862  -0.83386  -0.131
H  2.21090  -1.42645  2.89933  0.093
H  0.92384  -1.15358  1.76072  0.019
H  1.98444  0.19280  2.23452  0.088
H  3.91827  -1.31566  1.34217  0.129
H  1.67185  -2.67830  -0.19382  0.022
H  2.62796  -3.38094  1.10323  0.090
H  3.39312  -2.94130  -0.42465  0.092
H  5.18418  -0.03366  0.23347  0.120
H  5.64623  1.58248  -1.56800  0.116
H  3.84084  2.30340  -3.07228  0.120
H  1.86022  2.27926  -3.79371  0.127
H  -0.69395  1.91809  -2.26398  0.011
H  -0.13099  3.25243  -3.24022  0.087
H  0.51932  3.03450  -1.61987  0.087
H  0.14348  -0.20363  -3.38004  0.032
H  1.52231  -0.06146  -4.46925  0.089
H  0.07189  0.90257  -4.74594  0.089

Cartesian forces, eV/Å:
-0.532 0.146 0.419
0.138 0.005 -0.277
-0.092 0.091 0.002
-0.016 -0.013 -0.029
0.022 -0.002 -0.023
0.001 0.006 -0.019
-0.005 -0.029 -0.026
0.035 -0.098 0.115
0.120 -0.133 -0.076
0.000 0.013 -0.003
-0.033 0.029 -0.005
-0.013 -0.027 0.046
0.023 -0.036 0.023
0.064 0.168 0.044
0.123 -0.100 -0.254
0.123 0.053 0.143
0.092 -0.065 -0.179
-0.022 0.007 0.020
0.010 0.007 -0.003
-0.018 -0.019 -0.046
-0.192 0.016 0.150
0.004 -0.037 -0.003
0.010 -0.019 -0.012
0.002 0.000 -0.001
-0.119 -0.063 0.046
0.130 0.089 0.124
-0.042 0.002 0.016
0.230 0.126 -0.161
-0.121 -0.069 -0.002
-0.008 0.028 0.039
-0.124 0.000 0.028
0.311 -0.036 -0.001
0.102 0.098 -0.100
-0.095 0.033 0.084
-0.084 -0.018 0.049
-0.252 -0.436 0.097
0.126 0.399 -0.107
0.003 0.004 0.021
0.103 0.036 0.006
0.046 -0.091 -0.063
-0.070 -0.003 0.000
-0.067 0.003 -0.075
0.006 -0.037 0.041
0.044 0.025 0.003
0.030 0.004 0.009
0.042 0.005 -0.018
0.016 0.018 -0.029
-0.041 -0.049 0.023
-0.036 -0.019 0.098
-0.048 0.009 -0.023
0.026 -0.015 -0.052
0.019 -0.024 -0.015
0.043 -0.007 -0.011
-0.017 0.026 -0.034

Record 4
Density functional theory data (the ωB97M-V functional and the def2-TZVPD basis) for a molecular structure, C21H28N2O2S.

Output
Molecular weight   372.5 g mol⁻¹
LUMO level   0.39 eV
Multiplicity   1
Gap between HOMO and LUMO   9.0 eV
ΔE to the lowest compared entry with this formula, charge and spin   386.11 kcal per mole
Highest occupied orbital energy   -0.317 Eh

Each line ends with the Löwdin charge.
Cartesian coordinates (Å):
C  -5.38450  1.24380  -1.29516  -0.094
C  -5.28086  0.16449  -0.33614  -0.382
C  -6.39193  0.08053  0.44835  -0.050
C  -6.53044  -1.02775  1.41809  0.008
C  -5.47143  -2.00923  1.46993  -0.130
C  -4.42893  -1.75082  0.88570  -0.200
C  -4.42942  -0.78931  0.04242  -0.343
S  -2.86724  -0.46197  -1.21125  0.923
C  -2.16639  0.97368  -0.26883  -0.501
C  -1.47504  0.44523  1.14082  -0.223
C  -0.34791  -0.18643  0.92059  -0.308
N  0.58572  0.41491  -0.00841  -0.065
C  1.83348  0.60489  0.58610  -0.215
O  2.02047  0.70115  1.92459  -0.061
C  2.82516  1.47135  -0.32517  -0.276
C  3.42320  0.45647  -1.02667  -0.154
N  4.33917  -0.64199  -0.39256  -0.017
C  5.06950  -0.21892  0.69003  -0.411
O  6.08324  -0.81047  0.93031  0.076
C  4.76485  1.16284  1.47006  -0.036
C  3.90502  2.14332  0.52277  -0.150
H  4.46090  2.81512  0.08044  0.032
H  3.51732  2.95780  1.39334  0.178
H  4.19089  0.84178  2.42000  0.129
H  5.73673  1.72074  1.44108  0.119
C  4.54481  -1.72291  -1.10556  -0.329
C  3.26420  -2.81870  -1.20196  -0.034
C  4.41440  -2.83602  -0.31297  -0.241
H  4.95118  -3.85024  -0.43334  0.138
H  4.25599  -2.92651  0.85065  0.166
H  2.34758  -2.17442  -0.79891  0.117
H  3.07938  -3.22709  -2.23321  0.103
H  5.18518  -1.69133  -1.91341  0.134
H  4.09564  0.91759  -1.89207  0.170
H  2.71372  -0.13550  -1.71881  0.138
H  2.36785  2.46365  -0.74355  0.199
C  0.19040  0.68135  -1.37520  -0.039
H  0.91334  1.17952  -1.55579  0.003
C  -1.06502  1.64567  -1.02728  -0.142
H  -1.57091  1.96350  -1.93300  0.105
H  -0.64911  2.45686  -0.40886  0.133
H  -0.29960  -0.17039  -1.46914  0.052
H  0.08795  -0.69973  1.87513  0.162
H  -0.63690  -1.43367  0.39269  0.189
H  -2.35943  -0.00061  1.65853  0.132
H  -1.06035  1.30600  1.71500  0.153
H  -2.85762  1.53203  0.04126  0.014
H  -3.38475  -2.45617  0.99136  0.207
H  -5.49279  -2.51789  2.26639  0.048
H  -7.59790  -1.04940  2.10680  0.167
H  -7.38210  0.68048  0.28333  0.144
H  -4.67108  1.07472  -2.19980  0.081
H  -5.01560  2.27419  -1.03469  0.110
H  -6.35002  1.23387  -1.74403  0.070

Cartesian forces, eV/Å:
3.593 1.339 -3.894
-2.851 0.780 1.876
-5.021 -2.463 3.388
-2.123 1.565 -0.830
-10.612 3.896 2.486
11.881 -4.393 -2.357
6.422 4.825 -7.933
-0.603 -0.457 2.096
6.819 -6.227 0.315
-7.989 5.725 0.032
5.818 -11.666 -1.502
3.143 -1.398 5.396
-1.264 5.424 4.698
-1.197 -1.844 -6.277
-1.901 3.191 5.297
4.100 -4.378 -8.652
-4.461 8.396 2.169
0.753 1.618 -0.212
1.225 -0.978 1.192
-1.040 -0.849 -2.617
-3.274 -1.785 7.661
3.279 2.652 -3.388
-0.043 -2.243 -2.235
1.407 1.118 -1.467
-0.590 -1.124 1.204
-1.147 -2.093 -1.838
-2.561 4.592 -0.675
0.972 -9.109 4.718
0.137 1.976 -0.415
0.104 1.290 -2.394
1.753 -1.785 -0.928
0.706 -0.047 1.524
1.387 -0.087 -1.739
-0.790 -0.695 1.498
0.744 0.619 1.376
0.131 -2.596 -0.357
-9.726 -0.920 7.819
8.858 5.614 -5.381
0.499 0.296 -1.456
0.527 0.717 -0.496
-0.369 0.106 -0.517
-1.092 -4.416 -3.503
0.018 1.805 -1.803
0.617 3.229 0.818
1.404 -0.143 0.108
-1.342 0.506 -0.098
-5.685 4.840 1.807
-3.094 2.096 -0.257
-0.415 -4.999 5.536
3.514 -0.234 -2.107
2.263 -0.721 0.371
-1.188 -0.062 1.399
-0.827 -0.976 0.523
-0.869 0.476 0.022

The highest molecular weight belongs to which entry? C21H28IN3OsSi